1.
Formula: C20H20IN2O2PSc
Source: OMol25
Level of theory: ωB97M-V/def2-TZVPD

F_max: 0.51 eV/A
Relative energy (zero: lowest compared OMol25 entry of this formula, charge and spin): 0.0 kcal per mole

Geometry as ORCA input:
```
! RIJCOSX wB97M-V def2-TZVPD def2/J DEFGRID3
* xyz 1 1
I 1.9736 -0.3981 -2.5447
Sc 0.2465 0.1047 -0.2476
P 0.3298 2.3933 1.1805
O -1.2007 -0.9479 0.4070
O -3.1967 -1.9709 0.2500
N -1.4308 0.1942 -1.8526
N -2.5805 -0.4055 -1.2885
C 0.6074 0.2442 2.8767
C 3.7505 2.7692 -0.9682
C -0.4702 2.1613 3.8622
C 0.1907 1.5767 2.7886
C -1.5288 4.4148 1.0505
C 2.4344 2.7859 -0.5361
C -1.1050 6.6913 1.6832
C 4.4267 1.8818 1.1636
C 0.3669 -0.4872 4.0270
C 3.1143 1.9150 1.6055
C 2.1010 2.3586 0.7526
C 0.6720 5.0803 1.8013
C -2.3685 -1.2041 -0.1434
C -0.2926 0.1045 5.0973
C 4.7470 2.3058 -0.1208
C -0.7032 1.4256 5.0156
C 0.2174 6.3778 1.9670
C 2.0272 -1.1479 -0.5045
C -0.2028 4.0969 1.3432
C -1.9783 5.7131 1.2286
H 3.0132 -0.8835 -0.1235
H 5.7737 2.2781 -0.4594
H -0.8060 3.1884 3.7968
H -1.6526 1.1477 -2.1344
H 3.9965 3.1088 -1.9650
H 1.1948 -0.2446 2.0901
H 1.6573 3.1512 -1.2019
H 2.8811 1.5995 2.6144
H -1.4558 7.7059 1.8153
H 1.7029 4.8304 2.0214
H 0.8934 7.1450 2.3191
H 5.2053 1.5335 1.8288
H -1.1095 -0.3101 -2.6788
H -1.2137 1.8867 5.8499
H -3.0074 5.9621 1.0088
H 1.9302 -2.2294 -0.5819
H -0.4840 -0.4667 5.9951
H -2.2062 3.6480 0.6937
H 0.6946 -1.5159 4.0871
H -3.2934 -0.7206 -1.9305
*
```

***

2.
Formula: C20H20KN8S
Source: OMol25
Level of theory: ωB97M-V/def2-TZVPD

F_max: 0.53 eV/A
Relative energy (zero: lowest compared OMol25 entry of this formula, charge and spin): 0.0 kcal per mole

Geometry as ORCA input:
```
! RIJCOSX wB97M-V def2-TZVPD def2/J DEFGRID3
* xyz 1 1
K -0.2591 0.8304 2.4783
S -2.4650 -0.8654 1.3354
N 2.1422 0.2519 1.4089
N 4.5946 -1.5417 -1.5646
N -2.5244 2.2867 2.1648
N 4.3966 -3.6764 -1.6860
N 4.7944 -2.7288 -0.9414
N -5.0817 -1.0390 1.5172
N 3.9913 -0.1320 0.2739
N -4.5059 1.0310 1.9054
C -4.5957 3.4581 2.1080
C -5.0136 -2.4566 1.2118
C 2.7205 0.3525 0.2336
C -3.9362 4.6546 2.3000
C 3.8889 -3.1410 -2.8495
C -3.8426 2.2774 2.0607
C 4.2105 -0.6023 1.5513
C 2.9345 -2.9536 -5.0034
C 4.0224 -1.7518 -2.7872
C 2.1038 0.9230 -0.9913
C 3.0691 -0.3493 2.2353
C 4.8815 -0.3315 -0.8452
C 3.0753 -1.5512 -4.9308
C -2.5537 4.6676 2.4300
C -5.8970 0.9291 2.0093
C 3.3366 -3.7671 -3.9727
C -4.0026 -0.2241 1.6025
C 3.6184 -0.9204 -3.8380
C -1.9050 3.4579 2.3457
C -6.2413 -0.3420 1.7696
H -4.4063 -2.9621 1.9600
H 4.8088 0.5092 -1.5335
H -4.5099 5.5703 2.3399
H -0.8193 3.4210 2.4217
H 3.2503 -4.8431 -4.0165
H 2.7481 -0.9533 -5.7713
H -2.0072 5.5868 2.5809
H 2.5083 -3.3850 -5.8982
H -7.2013 -0.8241 1.7664
H -6.0267 -2.8481 1.2168
H 2.8792 -0.5722 3.2719
H 3.7285 0.1552 -3.8080
H 5.1363 -1.0734 1.8269
H 2.7020 1.7435 -1.3931
H -6.5277 1.7507 2.2764
H 1.9822 0.1733 -1.7746
H -5.6643 3.4651 1.9834
H 5.8998 -0.3802 -0.4621
H 1.1188 1.3182 -0.7535
H -4.5563 -2.5979 0.2348
*
```

***

3.
Formula: C20H20MnN7O3S2
Source: OMol25
Level of theory: ωB97M-V/def2-TZVPD

F_max: 1.03 eV/A
Relative energy (zero: lowest compared OMol25 entry of this formula, charge and spin): 8.7 kcal per mole

Geometry as ORCA input:
```
! RIJCOSX wB97M-V def2-TZVPD def2/J DEFGRID3
* xyz 0 1
Mn -0.7460 0.4067 -0.0369
S 1.9020 -0.9266 2.0796
S -2.5805 2.0266 -0.0843
O -1.4866 -0.2133 1.7759
O 0.6801 2.6072 0.7818
O -2.3082 -0.7167 -0.6378
N 1.1782 -3.4534 2.1491
N -1.4405 1.5768 3.1663
N -3.1080 -0.1144 -1.5091
N 0.2439 1.5810 0.4866
N 0.3012 -1.4492 -0.5355
N -0.2520 0.6530 -1.9632
N 0.5433 -2.4962 0.2502
C 0.3782 -5.5358 -3.6630
C 1.3699 -5.1378 -2.7762
C 1.3084 -3.8968 -2.1627
C -1.6068 0.2713 2.8957
C -4.2738 1.7838 -2.2728
C -1.9405 -0.6320 4.0458
C -4.5800 -0.3376 -3.3399
C 0.0141 0.7255 -4.7011
C -0.0395 -0.4893 -2.6388
C -3.6932 -0.8812 -2.4473
C 1.1389 -2.2772 1.4498
C -0.6774 -4.6804 -3.9401
C -0.1624 1.9025 -3.9862
C -0.7319 -3.4336 -3.3335
C -0.2890 1.8175 -2.6142
C -3.3731 1.2152 -1.3646
C -4.8694 1.0220 -3.2506
C 0.1636 -1.6893 -1.8072
C 0.0896 -0.4790 -4.0279
C 0.2561 -3.0255 -2.4400
H 0.5586 -4.1861 1.8444
H -1.4595 -4.9825 -4.6249
H 2.0744 -3.5959 -1.4630
H -1.1264 -1.3522 4.1287
H 0.1124 0.7458 -5.7789
H 2.1962 -5.8007 -2.5539
H -1.5609 -2.7710 -3.5533
H -2.8538 -1.1741 3.8061
H 0.4292 -6.5083 -4.1356
H -1.4499 1.9068 4.1129
H -0.4413 2.6976 -2.0031
H -1.1791 2.2157 2.4356
H -2.0647 -0.1035 4.9890
H -4.4819 2.8394 -2.1752
H 0.2750 -1.4006 -4.5572
H -3.3983 -1.9187 -2.4067
H -0.2016 2.8671 -4.4708
H -5.0363 -0.9711 -4.0859
H -5.5592 1.4791 -3.9473
H 1.4391 -3.3997 3.1169
*
```

***

4.
Formula: C20H20N2O2S
Source: OMol25
Level of theory: ωB97M-V/def2-TZVPD

F_max: 0.61 eV/A
Relative energy (zero: lowest compared OMol25 entry of this formula, charge and spin): 30.2 kcal per mole
SMILES: c1ccc(Oc2cccc(OCCCCSc3ncccn3)c2)cc1

Geometry as ORCA input:
```
! RIJCOSX wB97M-V def2-TZVPD def2/J DEFGRID3
* xyz 0 1
S 3.6566 0.0069 -1.9131
O -0.3799 2.3326 1.0689
O -4.5456 0.3458 -0.4115
N 4.6599 -0.6514 0.4440
N 6.1584 0.1431 -1.2079
C -2.4536 1.2605 0.3611
C 0.5642 0.0728 0.8658
C -3.4820 -3.6574 -0.2656
C 6.9774 -0.4884 0.9277
C 1.7670 0.5459 0.0523
C -2.9755 3.5368 -1.1306
C -1.5427 2.3081 0.3623
C -1.8129 3.4507 -0.3940
C -2.6447 -2.7577 -0.9031
C -4.9886 -1.8670 0.2715
C -2.9688 -1.4147 -0.9572
C 7.1595 -0.0078 -0.3647
C 2.2250 -0.5318 -0.9153
C 4.9498 -0.1877 -0.7667
C -4.6578 -3.2082 0.3123
C -4.1395 -0.9611 -0.3567
C -3.6081 1.3480 -0.4112
C -3.8792 2.4883 -1.1535
C 0.0390 1.1861 1.7772
C 5.6728 -0.7988 1.2797
H -2.2985 0.3724 0.9541
H 2.5274 -1.4339 -0.3859
H 2.5886 0.7913 0.7273
H 0.8488 1.5470 2.4177
H 8.1360 0.2672 -0.7421
H -2.3266 -0.7155 -1.4738
H -1.0968 4.2562 -0.3783
H -0.2254 -0.2507 0.1853
H -3.1781 4.4273 -1.7058
H -4.7866 2.5373 -1.7329
H -5.9005 -1.5011 0.7168
H 1.4485 -0.7683 -1.6420
H 7.7980 -0.6106 1.6138
H 5.4149 -1.1780 2.2609
H 1.4977 1.4473 -0.5015
H -5.3205 -3.9054 0.8029
H 0.8452 -0.7785 1.4879
H -1.7336 -3.1026 -1.3698
H -3.2225 -4.7043 -0.2261
H -0.7667 0.8090 2.4197
*
```

***

5.
Formula: C20H20N2O5S2
Source: OMol25
Level of theory: ωB97M-V/def2-TZVPD

F_max: 0.94 eV/A
Relative energy (zero: lowest compared OMol25 entry of this formula, charge and spin): 2.7 kcal per mole
SMILES: COc1ccc(S(=O)(=O)Nc2ccccc2OC)cc1NC(=O)Cc1cccs1

Geometry as ORCA input:
```
! RIJCOSX wB97M-V def2-TZVPD def2/J DEFGRID3
* xyz 0 1
S -2.6543 -1.1224 5.0118
S 2.3686 2.2399 -1.7495
O 2.8570 2.5400 -0.4425
O 0.9802 -0.9463 -3.0413
O 2.6969 3.1157 -2.8347
O -3.2821 0.5723 -1.8021
O -0.1036 -0.2361 1.7907
N 2.9254 0.7099 -2.1929
N -1.8248 0.0639 0.3274
C -1.4419 -1.7196 6.0742
C 1.0665 -2.2337 -0.9572
C 3.0467 -0.4858 -0.0958
C 0.0798 1.2704 -0.6319
C -0.1419 2.2012 -2.8445
C -0.3861 -2.2353 5.3986
C -0.0742 -1.7464 -3.5123
C -4.1397 0.8451 -2.8870
C -1.2450 -0.4335 1.4602
C 1.6297 -2.3737 0.3026
C -1.4640 1.7830 -2.8950
C -2.2211 -1.3132 2.2500
C 2.5020 -0.3402 -1.3598
C 0.6051 1.9471 -1.7169
C 2.6077 -1.5011 0.7376
C -1.7211 -1.5876 3.6265
C -2.0077 1.0746 -1.8345
C -0.5455 -2.1606 3.9960
C 1.4871 -1.2111 -1.7911
C -1.2273 0.8118 -0.6865
H -4.2827 1.9207 -3.0221
H 0.6857 1.0988 0.2408
H -3.1996 -0.8324 2.2980
H 1.2875 -3.1729 0.9427
H 3.0265 -1.6034 1.7255
H -1.5920 -1.6478 7.1329
H 0.3134 2.7246 -3.6693
H -2.7918 -0.1651 0.1388
H -2.3251 -2.2513 1.6932
H -0.9480 -1.6824 -2.8556
H -5.0920 0.3838 -2.6299
H 0.2284 -2.7933 -3.6162
H 0.4791 -2.6557 5.8791
H 0.2918 -2.9169 -1.2696
H -0.3297 -1.3475 -4.4930
H 3.7933 0.2225 0.2227
H -3.7634 0.4051 -3.8152
H 2.6888 0.5498 -3.1630
H -2.0508 1.9951 -3.7738
H 0.1892 -2.5003 3.2901
*
```

***

6.
Formula: C20H20N4O4
Source: OMol25
Level of theory: ωB97M-V/def2-TZVPD

F_max: 1.19 eV/A
Relative energy (zero: lowest compared OMol25 entry of this formula, charge and spin): 25.5 kcal per mole
SMILES: O=C(CCN1C(=O)[C@H]2CC=CC[C@H]2C1=O)NCc1nc(-c2ccccc2)no1

Geometry as ORCA input:
```
! RIJCOSX wB97M-V def2-TZVPD def2/J DEFGRID3
* xyz 0 1
O 2.7728 1.0364 0.9093
O 0.8902 -1.3204 -0.5721
O -0.1287 1.2481 -0.8894
O -0.7419 3.5791 2.2073
N 0.1484 -1.1375 -2.6253
N -0.2115 -2.1125 -0.6566
N 1.1300 2.5268 1.4341
N 1.8894 1.5446 -1.8479
C -2.5422 -3.5294 -1.6361
C -0.1606 0.0931 5.0047
C 1.7619 -0.1489 3.5402
C 1.5680 3.5673 0.5302
C -3.2645 -3.0924 -4.2810
C -0.3653 1.4205 4.3433
C 0.8578 -0.6592 4.6187
C -0.0559 2.5946 2.1419
C -1.7958 -2.6614 -2.4308
C -3.6424 -4.1727 -2.1690
C -0.6376 -1.9818 -1.8873
C 0.8186 3.4479 -0.8096
C 2.2084 0.1377 -2.0260
C 0.7926 1.9764 -1.1950
C 0.9184 0.3931 2.3700
C -4.0047 -3.9565 -3.4899
C -2.1622 -2.4444 -3.7568
C 1.0366 -0.7430 -1.7700
C 1.7408 1.2923 1.4803
C -0.2671 1.2555 2.8142
H -4.2225 -4.8457 -1.5548
H -0.2117 3.7772 -0.6722
H -2.2446 -3.6838 -0.6109
H 2.6445 3.4373 0.3897
H 1.0626 -1.6254 5.0505
H 1.3627 4.5345 0.9938
H -1.5737 -1.7664 -4.3550
H 2.4359 -0.9221 3.1754
H -3.5494 -2.9247 -5.3094
H 1.3026 4.0598 -1.5694
H 2.6661 2.1751 -1.9718
H 2.5386 -0.0228 -3.0566
H 0.4187 2.1108 4.6736
H -4.8659 -4.4618 -3.9023
H 0.5831 -0.4552 1.7674
H 3.0003 -0.1413 -1.3198
H -1.3265 1.8615 4.6021
H 2.3734 0.6667 3.9419
H -1.2099 0.8390 2.4503
H -0.8496 -0.2129 5.7754
*
```

***

7.
Formula: C20H20N6O2S2
Source: OMol25
Level of theory: ωB97M-V/def2-TZVPD

F_max: 1.33 eV/A
Relative energy (zero: lowest compared OMol25 entry of this formula, charge and spin): 16.5 kcal per mole
SMILES: Cc1ccc(S(=O)(=O)NCCc2nnc3ccc(SCc4cccnc4)nn23)cc1

Geometry as ORCA input:
```
! RIJCOSX wB97M-V def2-TZVPD def2/J DEFGRID3
* xyz 0 1
S 1.2055 0.2269 0.5197
S -2.1533 0.6406 -2.8639
O 0.8122 -0.1222 -0.8189
O 1.9426 1.4389 0.7143
N -0.1893 0.1877 1.4473
N -0.4377 2.7670 -0.1417
N -3.8585 -3.7534 -1.1780
N -1.2371 1.8681 -0.7152
N 1.0132 4.4060 0.0762
N 0.5393 4.0941 1.2746
C 0.5805 3.4442 -2.1954
C -0.2773 1.0796 2.5809
C -2.9306 -1.5573 -1.3691
C 2.1108 -1.1254 1.2378
C 0.4511 3.6053 -0.8014
C 4.2506 -4.3912 2.9522
C 4.0385 -1.9634 2.3631
C -3.9989 -2.4489 -1.3194
C -3.1660 -0.0903 -1.5193
C -1.1161 1.7488 -2.0074
C -0.3208 3.1096 1.1661
C -1.6461 -2.0857 -1.2750
C -1.0097 2.3954 2.2668
C 1.5440 -2.3845 1.2305
C -2.6351 -4.2457 -1.0904
C 3.4912 -3.2427 2.3650
C -0.1995 2.5069 -2.7943
C -1.4963 -3.4553 -1.1343
C 2.2371 -3.4406 1.7935
C 3.3510 -0.9023 1.8002
H -2.5716 -5.3208 -0.9853
H -2.0402 2.1760 1.9737
H 0.7486 1.2971 2.8833
H 0.5701 -2.5191 0.7881
H -4.2080 0.1146 -1.7653
H -0.7823 -1.4369 -1.3214
H 3.5765 -5.1786 3.2791
H 1.2873 4.0538 -2.7329
H 5.0097 -1.7989 2.8057
H 1.8027 -4.4296 1.7927
H -1.0143 0.1834 0.8651
H -0.7901 0.5581 3.3964
H -0.1555 2.3102 -3.8531
H 4.8546 -4.0663 3.7958
H 3.7554 0.0975 1.7867
H -5.0200 -2.0954 -1.3937
H -2.8796 0.4649 -0.6254
H 4.9215 -4.8107 2.2021
H -0.5144 -3.8993 -1.0724
H -1.0091 3.0305 3.1517
*
```

***

8.
Formula: C20H20N8O2
Source: OMol25
Level of theory: ωB97M-V/def2-TZVPD

F_max: 3.87 eV/A
Relative energy (zero: lowest compared OMol25 entry of this formula, charge and spin): 17.0 kcal per mole
SMILES: NC(=O)[C@@H]1CCCN1c1cc2c3c(c1)nc(-c1ccnc4[nH]nnc14)n3CCCO2

Geometry as ORCA input:
```
! RIJCOSX wB97M-V def2-TZVPD def2/J DEFGRID3
* xyz 0 1
O 3.6041 0.6764 0.4494
O -1.8966 -1.5216 -4.7045
N 0.3372 0.8517 -3.0649
N -0.4586 -1.9324 -3.1168
N -0.9785 0.4718 1.6938
N -1.7250 0.6784 6.8066
N 1.1680 2.0359 5.2065
N 0.3151 2.0429 7.1985
N 1.3190 2.4915 6.4321
N 1.1285 0.4286 2.4377
C -0.9558 0.4673 -3.7078
C -0.2093 0.5131 2.7915
C 0.1787 2.2051 -4.9446
C 1.9520 0.7168 -1.2207
C -1.1407 -1.0512 -3.8766
C 0.6178 0.7541 -1.6825
C -0.6817 0.5850 4.2019
C -0.0485 1.2810 5.2073
C 2.1258 -0.2850 3.2276
C -2.3384 -0.0446 5.8591
C 3.5029 0.3503 2.9745
C 1.1630 1.6873 -3.9201
C 1.1494 0.4756 1.0266
C 2.2653 0.5880 0.1247
C -0.8905 1.1487 -5.0710
C 4.0738 -0.0957 1.6062
C -0.4359 0.6014 -0.7499
C -0.5877 1.3253 6.4943
C -0.1347 0.4889 0.6100
C -1.8705 -0.0860 4.5415
H 5.1566 0.0672 1.6287
H 1.8934 1.0270 -4.3979
H 1.7163 2.4912 -3.3739
H 2.7634 0.8050 -1.9326
H 1.9192 -0.1694 4.3010
H 3.9259 -1.1410 1.4455
H -1.4612 0.5931 -1.0380
H -0.6354 0.4219 -5.8815
H -0.5840 -2.8739 -3.4564
H 2.1240 -1.3452 2.9874
H 3.4102 1.4676 3.0122
H 4.1573 0.0255 3.7823
H -1.8939 1.5695 -5.2802
H 0.2939 -1.6581 -2.5151
H -0.2520 3.1487 -4.6017
H -3.2730 -0.5766 6.1116
H 0.2048 2.1937 8.1865
H -1.8367 0.8474 -3.1756
H 0.6628 2.3155 -5.9259
H -2.3807 -0.5990 3.7524
*
```

***

Number 1: electronic energy -2433.7547 Ha. Number 2: electronic energy -2210.1670 Ha. Number 3: electronic energy -3330.4709 Ha. Number 4: electronic energy -1432.2945 Ha. Number 5: electronic energy -2056.2085 Ha. Number 6: electronic energy -1294.1543 Ha. Number 7: electronic energy -2049.4902 Ha. Number 8: electronic energy -1362.6579 Ha.